[1]
Computed, not measured: a 2-piece molecular cluster, C6H14N5 overall in a non-equilibrium geometry, with ωB97M-V/def2-TZVPD.

Geometry as XYZ:
```
25
Properties=species:S:1:pos:R:3:forces:R:3:nbo_charge:R:1
C 0.250 0.914 1.100 0.89 0.44 0.02 0.48
C -1.940 0.431 0.893 -1.35 -0.73 -1.49 -0.05
C 2.500 0.731 0.969 1.71 0.31 -0.42 -0.03
C 0.499 0.149 -0.038 0.58 0.29 0.91 -0.07
C -0.495 -0.005 -0.972 1.28 1.92 1.47 0.38
C -0.023 -0.213 -2.358 -1.98 1.98 0.38 -0.66
N -0.971 1.274 1.453 0.65 0.17 0.51 -0.56
N -1.722 0.404 -0.527 -0.56 -0.77 -3.00 -0.58
N 1.921 -0.055 -0.058 -1.09 -1.54 -1.92 -0.61
N 1.409 1.331 1.631 -1.03 0.59 1.80 -0.55
N -0.782 -2.435 -0.309 2.97 -0.87 -1.41 -1.10
H -1.763 -0.605 1.277 -0.71 0.61 -0.01 0.19
H -2.934 0.873 0.957 -0.02 -0.50 0.90 0.24
H 3.117 0.168 1.658 0.13 -0.34 0.23 0.19
H 3.101 1.518 0.555 0.77 0.44 -0.30 0.18
H -0.565 -2.735 0.626 1.10 -1.09 -0.48 0.39
H 0.847 0.394 -2.531 0.32 0.55 -0.12 0.24
H -0.827 0.108 -3.027 0.38 -0.77 -0.47 0.24
H 0.317 -1.188 -2.350 0.29 -2.32 -0.92 0.25
H -1.193 1.978 2.104 -0.04 0.76 0.72 0.43
H -2.469 0.576 -1.244 1.04 -0.27 1.44 0.43
H 2.384 -0.054 -0.970 -0.32 0.16 0.67 0.40
H 1.571 1.560 2.608 -0.64 0.13 -0.35 0.43
H -1.688 -2.202 -0.228 -3.98 0.79 -0.55 0.35
H -0.545 -2.917 -1.216 -0.37 0.01 2.36 0.40
```
Forces are in eV/Å.

Computed properties:
ΔE to the lowest compared entry with this formula, charge and spin in kcal/mol: 56.75
Total charge: +1
E_HOMO in eV: -10.86



[2]
Computed, not measured: a 3-piece molecular cluster, C3H9NO2 overall in a non-equilibrium geometry, with ωB97M-V/def2-TZVPD.

Geometry as XYZ:
```
15
Properties=species:S:1:pos:R:3:forces:R:3:nbo_charge:R:1
C 1.865 -0.197 0.006 2.48 -3.12 0.30 -0.72
C 0.646 0.445 -0.278 2.10 -4.27 2.85 0.12
N -1.871 1.845 -1.120 0.94 -0.63 0.05 -1.04
H 1.857 -1.417 -0.225 -0.70 2.81 1.11 0.28
H 2.695 -0.118 -0.686 0.36 1.21 -0.34 0.27
H 2.100 0.076 1.058 0.58 -0.79 -0.95 0.27
H 0.296 1.084 0.378 -1.34 3.93 2.63 0.21
H 0.098 0.197 -1.053 -2.59 -1.06 -3.93 0.17
H -0.924 2.217 -1.109 -0.19 0.64 0.05 0.33
H -1.731 1.007 -0.514 -0.92 0.60 -0.98 0.36
H -1.965 1.589 -2.115 -0.34 -0.35 0.79 0.36
O -0.009 -0.617 1.530 -0.77 -0.49 -1.36 -0.69
C -0.739 -1.736 1.429 -0.59 1.98 -0.50 0.62
O -1.549 -2.123 2.224 0.11 -0.23 1.23 -0.59
H -0.770 -2.252 0.476 0.89 -0.23 -0.94 0.06
```
Forces are in eV/Å.

Computed properties:
ΔE to the lowest compared entry with this formula, charge and spin in kcal/mol: 128.02
E_HOMO in eV: -9.48



[3]
Computed, not measured: one molecule with the formula C4H10N4 in a non-equilibrium geometry, with ωB97M-V/def2-TZVPD.

Geometry as XYZ:
```
18
Properties=species:S:1:pos:R:3:forces:R:3:nbo_charge:R:1
H 2.069 -0.889 -0.762 -0.51 -0.63 -0.84 0.35
N 2.106 -0.481 0.138 -0.94 1.79 2.19 -0.71
C 1.043 0.068 0.620 -1.50 0.73 -1.92 0.45
C 1.132 1.061 1.759 1.36 0.60 0.74 -0.72
N -0.307 0.014 0.000 2.14 0.36 0.02 -0.34
C -1.283 1.002 0.347 -1.38 0.31 -0.42 0.26
N -2.430 1.047 -0.196 -1.78 2.15 -0.96 -0.66
H -3.145 1.971 -0.089 3.15 -3.31 0.54 0.37
N -0.320 -0.507 -1.313 -1.67 -3.08 0.12 -0.44
C -0.107 -2.079 -1.249 -0.11 0.25 0.80 -0.47
H 1.510 2.104 1.265 -1.40 -2.32 1.27 0.25
H 2.119 0.634 2.184 -1.80 1.10 0.50 0.27
H 0.134 1.176 2.476 3.31 -0.44 -1.74 0.24
H -1.043 1.689 1.150 0.58 -0.10 -0.21 0.17
H 0.455 -0.199 -1.852 0.79 0.90 -0.17 0.34
H 0.624 -2.061 -0.312 -1.65 -1.62 -2.21 0.21
H 0.341 -2.557 -2.262 -0.73 1.60 2.43 0.21
H -1.114 -2.685 -1.064 2.14 1.70 -0.15 0.22
```
Forces are in eV/Å.

Computed properties:
ΔE to the lowest compared entry with this formula, charge and spin in kcal/mol: 108.15
E_HOMO in eV: -9.19



[4]
Computed, not measured: a 3-piece molecular cluster, C4H15NO3 overall in a non-equilibrium geometry, with ωB97M-V/def2-TZVPD.

Geometry as XYZ:
```
23
Properties=species:S:1:pos:R:3:forces:R:3:nbo_charge:R:1
C 2.316 1.180 0.729 0.15 0.20 0.31 -0.41
N 0.970 0.622 0.815 -0.10 0.25 -0.38 -0.64
C 0.450 0.428 -0.555 0.08 0.44 0.87 -0.24
C -1.058 0.314 -0.601 0.57 -0.94 -0.45 0.08
C -1.515 -0.033 -2.011 -1.00 0.32 -0.10 -0.64
O -1.383 -0.731 0.328 0.56 0.38 -0.01 -0.74
H 2.883 1.097 1.658 -0.19 -0.40 0.06 0.20
H 2.883 0.709 -0.079 0.27 0.06 -0.01 0.17
H 2.282 2.258 0.564 -0.20 -0.02 -0.33 0.19
H 1.002 -0.283 1.266 0.00 0.00 0.06 0.36
H 0.909 -0.442 -0.991 0.03 -0.75 -0.39 0.18
H 0.799 1.252 -1.164 -0.18 0.45 -0.10 0.20
H -1.541 1.243 -0.299 0.10 0.17 0.20 0.17
H -2.598 0.125 -2.067 0.02 -0.05 -0.05 0.21
H -1.345 -1.053 -2.349 0.42 -0.10 0.37 0.23
H -1.091 0.651 -2.739 0.20 0.14 -0.10 0.22
H -2.279 -0.997 0.164 -0.70 -0.23 0.03 0.48
O 0.030 -3.177 -0.714 -0.17 -0.19 -0.27 -0.95
H -0.156 -2.682 0.090 0.07 0.19 -0.03 0.49
H 0.977 -3.308 -0.780 0.06 0.04 0.21 0.47
O -1.211 0.850 2.996 -0.35 -0.05 0.17 -0.96
H -0.539 1.154 3.609 0.10 0.07 -0.07 0.46
H -0.785 0.825 2.130 0.26 0.01 0.01 0.49
```
Forces are in eV/Å.

Computed properties:
ΔE to the lowest compared entry with this formula, charge and spin in kcal/mol: 15.02
E_HOMO in eV: -9.36